Entry a
DFT (the ωB97M-V functional and the def2-TZVPD basis) results for 12 unconnected molecules or ions with the total composition C6H37NO11.

Total charge: 0
Structure (SMILES): CCCCN(C)C.O.O.O.O.O.O.O.O.O.O.O
HOMO energy in eV: -9.78
2S+1: 1

Each line ends with the Löwdin charge.
Element x y z (Å)
1 C 2.21 1.85 0.97  -0.20
2 C 2.02 3.02 -0.01  -0.26
3 C 2.28 2.67 -1.48  -0.11
4 C 1.18 0.74 0.80  -0.19
5 N 1.22 -0.16 1.97  -0.29
6 C -0.06 -0.85 2.14  -0.09
7 C 2.29 -1.16 1.82  -0.09
8 H 2.14 2.30 1.97  0.09
9 H 3.26 1.50 0.92  0.11
10 H 1.00 3.39 0.09  0.08
11 H 2.61 3.88 0.31  0.11
12 H 1.88 3.47 -2.11  0.07
13 H 3.36 2.63 -1.64  0.07
14 H 1.83 1.73 -1.82  0.06
15 H 0.20 1.20 0.74  0.10
16 H 1.34 0.22 -0.16  0.12
17 H -0.38 -1.46 1.29  0.09
18 H -0.87 -0.13 2.30  0.08
19 H -0.07 -1.50 3.01  0.09
20 H 2.37 -1.74 2.74  0.09
21 H 3.25 -0.66 1.65  0.08
22 H 2.17 -1.82 0.97  0.08
23 H -2.24 1.39 -2.44  0.02
24 H -1.37 2.51 -1.71  0.04
25 O -2.23 2.30 -2.06  -0.07
26 H 0.69 2.07 4.24  0.04
27 H -0.23 1.03 3.64  0.02
28 O -0.24 1.95 3.92  -0.06
29 H 1.36 -3.21 -3.56  0.00
30 H 0.63 -4.53 -3.73  0.06
31 O 0.60 -3.73 -3.19  -0.06
32 H -3.51 -0.14 -0.17  0.02
33 H -2.84 -1.52 -0.45  0.02
34 O -3.62 -1.00 -0.68  -0.08
35 H 2.17 0.71 3.51  0.00
36 H 3.21 1.73 3.97  0.06
37 O 2.36 1.34 4.22  -0.06
38 H -3.03 -0.43 -2.31  0.03
39 H -1.66 -1.05 -2.62  0.02
40 O -2.25 -0.31 -2.90  -0.10
41 H -2.39 1.93 0.93  0.01
42 H -3.01 1.88 -0.52  0.01
43 O -3.10 1.50 0.39  -0.11
44 H -0.69 2.63 2.40  0.02
45 H -1.46 3.77 1.83  0.07
46 O -1.03 2.96 1.53  -0.08
47 H 2.51 -1.68 -4.80  0.07
48 H 2.65 -1.48 -3.26  0.06
49 O 2.62 -2.13 -3.96  -0.02
50 H -0.80 -4.79 0.37  0.02
51 H -1.63 -4.20 -0.75  -0.02
52 O -1.49 -5.03 -0.25  -0.08
53 H -2.35 -3.10 -2.51  0.09
54 H -0.82 -3.16 -2.36  0.03
55 O -1.64 -2.84 -1.91  -0.08


Entry b
DFT (the ωB97M-V functional and the def2-TZVPD basis) results for 12 unconnected molecules or ions with the total composition C6H37NO11.

Total charge: 0
Structure (SMILES): CCCCNCC.O.O.O.O.O.O.O.O.O.O.O
HOMO energy in eV: -9.22
2S+1: 1

Each line ends with the Löwdin charge.
Element x y z (Å)
1 C 0.94 -0.66 -1.13  -0.15
2 N 0.26 0.49 -0.48  -0.11
3 C -1.11 0.72 -0.89  -0.26
4 C -1.86 1.60 0.18  -0.05
5 C 2.39 -0.25 -1.60  -0.19
6 C 3.47 -1.69 0.23  -0.10
7 C 3.31 -0.30 -0.40  -0.26
8 H 0.93 -1.56 -0.50  0.11
9 H 0.37 -0.89 -2.03  0.10
10 H 0.45 0.49 0.51  0.09
11 H -1.11 1.32 -1.79  0.10
12 H -1.66 -0.23 -1.08  0.08
13 H -2.88 1.25 0.05  0.05
14 H -1.72 2.65 -0.06  0.06
15 H -1.53 1.43 1.19  0.06
16 H 2.39 0.80 -1.89  0.05
17 H 2.73 -0.83 -2.49  0.13
18 H 3.22 -2.43 -0.55  0.08
19 H 4.52 -1.78 0.50  0.07
20 H 2.82 -2.02 1.03  0.06
21 H 2.83 0.43 0.27  0.07
22 H 4.30 -0.07 -0.81  0.12
23 H -4.20 2.02 -2.26  0.05
24 H -4.50 0.68 -2.63  0.06
25 O -4.01 1.13 -1.93  -0.04
26 H -1.38 -1.64 -3.87  0.03
27 H -2.06 -0.70 -2.84  -0.01
28 O -1.79 -0.78 -3.78  -0.07
29 H 1.63 0.19 2.64  0.04
30 H 1.04 0.53 4.01  0.06
31 O 0.89 -0.03 3.23  -0.05
32 H 0.07 -1.06 2.03  -0.01
33 H -0.97 -1.12 0.88  0.02
34 O -0.44 -1.66 1.48  -0.04
35 H 0.99 1.74 -1.05  -0.05
36 H 2.32 2.06 -1.93  0.02
37 O 1.69 2.37 -1.28  -0.08
38 H -1.87 -4.21 1.54  0.03
39 H -2.96 -3.26 1.63  0.04
40 O -2.62 -3.92 1.02  -0.07
41 H -2.86 -3.56 -1.26  0.03
42 H -2.27 -2.51 -0.36  -0.01
43 O -2.61 -2.63 -1.25  -0.07
44 H -0.94 3.95 -2.13  0.04
45 H -2.28 3.55 -2.87  0.04
46 O -1.90 3.98 -2.09  -0.05
47 H 1.67 2.34 3.02  -0.02
48 H 0.89 3.55 2.96  0.03
49 O 1.00 2.81 3.56  -0.08
50 H 3.30 3.05 1.84  0.07
51 H 2.55 2.20 0.76  0.02
52 O 2.91 2.20 1.66  -0.05
53 H -1.36 -3.77 4.26  0.06
54 H -1.26 -2.55 3.30  0.03
55 O -1.69 -3.40 3.43  -0.06


Least stable structure: entry b


Entry a
DFT (the ωB97M-V functional and the def2-TZVPD basis) results for a gas-phase ion, C5H8NO (charge -1).

Total charge: -1
HOMO energy (alpha / beta) in eV: -1.66 / -2.32
2S+1: 1

Each line ends with the Löwdin charge.
Element x y z (Å)
1 C -0.49 -1.46 0.01  -0.39
2 C 0.23 -1.64 -1.05  -0.03
3 C -0.24 -0.44 1.08  -0.24
4 C 0.35 0.84 0.46  -0.41
5 C -0.52 1.45 -0.69  -0.11
6 N 1.58 0.46 -0.33  -0.14
7 O 2.55 0.05 0.34  -0.18
8 H -1.38 -2.06 0.26  0.05
9 H 0.09 -2.47 -1.72  -0.04
10 H -1.32 -0.26 1.58  0.13
11 H 0.56 -0.84 1.68  0.08
12 H 0.37 1.65 1.20  0.11
13 H 0.31 1.47 -1.42  0.05
14 H -0.77 2.49 -0.49  0.04
15 H -1.33 0.74 -0.92  0.05


Entry b
DFT (the ωB97M-V functional and the def2-TZVPD basis) results for a gas-phase ion, C5H8NO (charge -1).

Total charge: -1
Structure (SMILES): C#CCN([O-])CC
HOMO energy (alpha / beta) in eV: -1.72 / -1.72
2S+1: 1

Each line ends with the Löwdin charge.
Element x y z (Å)
1 C 1.60 1.80 -0.89  0.05
2 C 1.08 1.56 0.17  -0.22
3 C -0.09 -1.91 0.30  -0.11
4 C 0.06 1.13 1.09  -0.17
5 C -0.55 -0.73 -0.64  -0.30
6 N -1.23 0.32 0.21  -0.29
7 O -1.74 1.19 -0.67  -0.38
8 H 2.22 2.15 -1.69  0.00
9 H -1.01 -2.09 0.74  0.03
10 H 0.35 -2.75 -0.31  0.07
11 H 0.67 -1.68 0.97  0.01
12 H -0.43 1.96 1.56  0.08
13 H 0.27 0.46 1.87  0.04
14 H 0.13 -0.17 -1.39  0.09
15 H -1.34 -1.24 -1.30  0.11


Least stable structure: entry a